[1]
Entry from OMol25: a structure of composition C3H6LuO4 (wB97M-V/def2-TZVPD).

The HOMO energy (alpha / beta) comes out at -19.01 / -19.47 eV. The gap between HOMO and LUMO (alpha / beta) comes out at 0.2962 / 0.3030 hartree. The total energy comes out at -44996.26843 eV. Its net charge is +2. Its multiplicity is 2.

Last column: Mulliken charge in e.
Element x y z (Å)
Lu1 -0.66 -0.50 -2.06  1.9070
O1 0.38 0.97 -0.58  -0.3284
O2 0.61 0.66 1.67  -0.3413
O3 -0.76 -0.55 0.32  -0.3410
O4 -0.92 -2.54 -1.68  -0.6909
C1 1.16 2.19 -0.64  -0.5362
C2 -0.88 -1.72 1.13  -0.5565
C3 0.14 0.41 0.61  0.7649
H1 -0.96 -2.71 -0.15  0.4003
H2 -1.93 -1.82 1.39  0.3804
H3 2.16 1.99 -0.25  0.3333
H4 0.64 2.96 -0.05  0.3292
H5 1.19 2.46 -1.69  0.2753
H6 -0.18 -1.77 1.97  0.4040

=====

[2]
Entry from OMol25: the molecule C5H11NO (wB97M-V/def2-TZVPD).

The HOMO energy comes out at -9.81 eV. The gap between HOMO and LUMO comes out at 0.3938 hartree. The total energy comes out at -8901.45460 eV. As for the SMILES: CCCCC(N)=O. The calculation puts the energy above the lowest of the compared OMol25 structures with the same formula, charge and spin at 0.2427 eV. Its net charge is 0. Its multiplicity is 1.

Last column: Mulliken charge in e.
Element x y z (Å)
O1 -0.27 -2.50 1.02  -0.6078
N1 1.97 -2.21 1.03  -0.3915
C1 -0.78 -0.15 -0.54  -0.6310
C2 0.61 -0.73 -0.36  -0.8152
C3 -0.94 2.36 -0.68  -1.2870
C4 -1.03 1.14 0.25  -0.4828
C5 0.70 -1.87 0.65  0.5115
H1 -0.96 0.00 -1.60  0.4280
H2 -1.50 -0.89 -0.18  0.3214
H3 2.05 -2.92 1.74  0.2593
H4 -0.91 3.32 -0.16  0.3731
H5 -1.74 2.40 -1.38  0.3488
H6 0.04 2.36 -1.16  0.3108
H7 -0.30 1.29 1.05  0.3156
H8 0.90 -1.23 -1.28  0.3361
H9 1.42 -0.03 -0.18  0.4323
H10 -1.97 1.17 0.80  0.3593
H11 2.70 -1.52 0.99  0.2191

=====

[3]
Entry from OMol25: the molecule C5H4F3NO (wB97M-V/def2-TZVPD).

The HOMO energy comes out at -8.75 eV. The gap between HOMO and LUMO comes out at 0.3470 hartree. The total energy comes out at -16936.16342 eV. The calculation puts the energy above the lowest of the compared OMol25 structures with the same formula, charge and spin at 2.9755 eV. Its net charge is 0. Its multiplicity is 1.

Last column: Mulliken charge in e.
Element x y z (Å)
F1 -2.12 -0.35 3.48  -0.2585
F2 -2.71 -1.71 1.94  -0.2573
F3 -3.43 0.33 1.94  -0.2647
O1 -1.69 -1.40 -1.46  -0.4819
N1 0.76 0.69 0.15  -0.1572
C1 -0.91 -0.60 -0.80  0.2850
C2 -0.03 0.69 1.25  0.0376
C3 -2.26 -0.43 2.14  0.7993
C4 -1.13 -0.04 1.28  -0.4950
C5 0.31 -0.02 -1.00  -0.6049
H1 0.88 0.11 -1.82  0.4932
H2 1.17 1.60 0.10  0.2573
H3 0.34 1.29 2.20  0.2698
H4 -2.03 -2.14 -0.96  0.3773

=====

[4]
Entry from OMol25: a structure of composition C37H46Cl5F4FeO4 (wB97M-V/def2-TZVPD).

The HOMO energy (alpha / beta) comes out at -8.97 / -8.97 eV. The gap between HOMO and LUMO (alpha / beta) comes out at 0.3405 / 0.2663 hartree. The total energy comes out at -155175.59215 eV. Its net charge is 0. Its multiplicity is 6.

Last column: Mulliken charge in e.
Element x y z (Å)
Fe1 0.80 0.23 -0.40  1.4388
Cl1 3.22 4.70 4.03  -0.1727
Cl2 -1.31 -0.92 -0.79  -0.4748
Cl3 0.29 1.01 1.85  -0.5410
Cl4 2.87 1.30 -0.52  -0.4946
Cl5 2.68 2.03 4.89  -0.1799
F1 -4.97 -0.47 0.09  -0.2518
F2 4.59 -2.27 -1.81  -0.2093
F3 -0.67 -5.52 -1.68  -0.3195
F4 -3.28 5.67 0.73  -0.3100
O1 -0.08 2.00 -1.18  -0.4260
O2 1.17 -0.13 -2.49  -0.1490
O3 -3.09 -2.68 5.52  -0.6053
O4 1.54 -1.68 0.11  -0.5368
C1 -5.25 3.29 1.68  -0.2620
C2 -3.78 -4.92 0.01  -0.4308
C3 -1.17 6.60 0.09  -0.5490
C4 -5.11 0.76 0.66  0.1724
C5 7.51 0.03 -1.49  -0.6576
C6 -2.21 3.05 -1.20  -0.4421
C7 6.70 -2.35 -2.93  -0.4757
C8 -4.13 1.20 1.53  0.3065
C9 -4.22 2.45 2.11  -0.8803
C10 -0.04 -0.97 -4.42  -1.0607
C11 0.76 5.83 1.23  -0.4237
C12 0.06 4.80 1.86  -0.2479
C13 8.30 -0.52 -2.48  -0.3547
C14 -2.55 -4.69 -0.61  -0.2691
C15 -1.79 -5.78 -0.96  0.3982
C16 -1.31 4.74 1.65  -0.1685
C17 3.29 3.02 3.51  0.2501
C18 -2.22 -7.04 -0.79  -0.4801
C19 5.81 -1.70 -2.04  0.2943
C20 -0.71 2.99 -1.46  0.5367
C21 -1.92 5.66 0.82  0.3774
C22 -0.09 4.13 -2.26  -1.2856
C23 7.91 -1.68 -3.22  -0.4331
C24 -3.77 -2.01 3.28  -0.5956
C25 2.48 -0.70 -4.44  -1.2249
C26 6.25 -0.63 -1.28  0.2072
C27 3.63 -2.26 1.11  -0.9811
C28 -1.24 -2.13 4.07  -0.7325
C29 2.22 -2.55 0.66  0.7689
C30 1.20 -0.53 -3.66  0.6974
C31 -4.21 -6.20 0.27  -0.5594
C32 1.82 -4.02 0.79  -1.0147
C33 -6.20 2.87 0.68  -0.6721
C34 -6.10 1.60 0.20  -0.4626
C35 -2.72 -2.33 4.37  0.5942
C36 0.15 6.64 0.27  -0.5436
C37 -3.45 -7.28 -0.18  -0.4145
H1 -1.00 -1.94 3.03  0.0471
H2 -2.16 -3.75 -0.97  0.4825
H3 0.42 4.08 2.58  0.3599
H4 6.40 -3.25 -3.44  0.4094
H5 -3.31 -1.78 2.32  0.0165
H6 1.81 6.05 1.34  0.3302
H7 3.56 -2.26 2.20  0.4769
H8 0.08 3.72 -3.25  0.3576
H9 -3.67 2.72 3.00  0.5478
H10 -4.37 -2.91 3.14  0.3761
H11 5.49 -0.39 -0.55  0.0765
H12 9.22 0.01 -2.67  0.3506
H13 4.29 2.68 3.25  0.3249
H14 0.73 7.36 -0.28  0.4364
H15 -1.56 -7.86 -1.02  0.3811
H16 0.14 -0.68 -5.45  0.4227
H17 8.48 -2.10 -4.04  0.3633
H18 -4.33 -1.16 3.67  0.2760
H19 -5.13 -6.41 0.80  0.3998
H20 2.58 2.85 2.70  -0.2373
H21 -2.68 2.24 -1.77  0.4336
H22 -1.88 3.96 2.13  0.2371
H23 2.41 0.06 -5.22  0.4080
H24 3.36 -0.43 -3.86  0.2344
H25 -5.39 4.31 2.02  0.3701
H26 -2.48 2.95 -0.15  -0.3339
H27 -2.55 3.99 -1.62  0.4308
H28 0.82 4.51 -1.79  0.2790
H29 -3.87 -8.23 0.10  0.3350
H30 2.59 -1.68 -4.90  0.3764
H31 -4.39 -4.05 0.22  0.4609
H32 -1.64 7.33 -0.54  0.4613
H33 -6.86 1.31 -0.50  0.4396
H34 -3.40 0.51 1.92  0.2921
H35 4.29 -3.03 0.71  0.3991
H36 -6.97 3.57 0.41  0.4246
H37 -0.93 -0.47 -4.04  0.2303
H38 2.65 -4.64 1.12  0.3880
H39 -0.80 4.97 -2.25  0.4182
H40 1.46 -4.40 -0.16  0.2782
H41 4.00 -1.26 0.89  -0.1272
H42 -0.96 -1.17 4.51  0.2365
H43 0.97 -4.02 1.47  0.2961
H44 -0.51 -2.85 4.43  0.3912
H45 7.66 0.92 -0.90  0.4148
H46 -0.23 -2.04 -4.37  0.2783